--- w ---
67
Properties=species:S:1:pos:R:3 method="wB97M-V/def2-TZVPD" multiplicity=2 homo_lumo_gap_ha="0.21012 / 0.20928" lumo_ha="-0.313 / -0.314" total_charge=+2 e_homo_ev="-14.2 / -14.2"
W 1.4639 -0.6412 -0.0265
C -1.2529 -1.3493 -2.6930
C -1.5222 -0.5739 -1.4503
C -2.7372 0.0433 -1.1758
C -2.5986 0.6053 0.0742
N -1.3679 0.3433 0.5196
N -0.6828 -0.3798 -0.4048
B -0.8191 0.6469 1.9326
N 0.4122 1.5628 1.7691
C 0.8345 2.5858 2.5033
C 1.9523 3.1388 1.8986
C 2.1849 2.3716 0.7719
C 3.2589 2.5848 -0.2353
N 1.2521 1.3832 0.6986
N -0.3340 -0.6890 2.5270
C -0.4759 -1.1602 3.7653
C 0.2301 -2.3405 3.8645
C 0.8155 -2.5427 2.6233
C 1.6685 -3.7220 2.2954
N 0.4649 -1.5229 1.7910
N -1.9217 1.2343 2.7518
C -2.3837 2.5136 2.8230
C -3.6565 2.4792 3.3178
C -3.9375 1.1051 3.5044
C -5.1987 0.4917 4.0154
N -2.9080 0.3599 3.1460
H -2.0084 -2.1313 -2.7962
H -0.2737 -1.8101 -2.7070
H -1.3576 -0.6928 -3.5570
H -3.6032 0.0664 -1.8139
H -3.2996 1.1661 0.6705
H 0.3133 2.8762 3.4005
H 2.5127 3.9982 2.2211
H 3.6067 3.6130 -0.1668
H 2.8900 2.4228 -1.2471
H 4.1095 1.9290 -0.0526
H -1.0896 -0.6474 4.4835
H 0.3129 -2.9849 4.7220
H 1.8883 -4.2505 3.2207
H 2.6114 -3.4518 1.8283
H 1.1476 -4.4157 1.6357
H -1.7826 3.3542 2.5176
H -4.3021 3.3121 3.5347
H -5.6514 1.1213 4.7790
H -5.0040 -0.4914 4.4390
H -5.9278 0.3807 3.2111
I -2.3225 -2.9357 1.1526
C -1.3760 -4.1709 -0.0078
I 1.4834 -3.1279 -1.0427
H -1.4361 -4.0359 -1.0777
H -0.8606 -5.0166 0.4269
O 3.3133 -0.2746 -0.9227
N 3.4226 -0.0246 -2.1736
N 2.3042 0.1617 -2.7012
O 1.2232 0.0402 -1.9178
C 2.1856 0.4522 -4.1100
C 3.0624 1.3838 -4.6437
C 2.9942 1.6487 -6.0003
C 2.0590 0.9914 -6.7899
C 1.1936 0.0585 -6.2309
C 1.2527 -0.2221 -4.8765
H 3.7793 1.8863 -4.0087
H 3.6672 2.3711 -6.4395
H 2.0075 1.2028 -7.8490
H 0.4798 -0.4628 -6.8527
H 0.6144 -0.9712 -4.4344
Cl 3.1193 -0.8467 1.5697

--- x ---
67
Properties=species:S:1:pos:R:3 method="wB97M-V/def2-TZVPD" multiplicity=2 homo_lumo_gap_ha="0.15709 / 0.15671" lumo_ha="-0.337 / -0.338" total_charge=+2 e_homo_ev="-13.5 / -13.5"
W 0.7910 -0.5071 -0.8829
C 3.5568 1.6803 -2.7487
C 2.9590 2.0756 -1.4349
C 3.3948 3.2127 -0.7664
C 2.6861 3.2544 0.4042
N 1.8560 2.2116 0.4462
N 2.0036 1.4614 -0.6911
B 0.8336 1.7802 1.5062
N -0.5282 1.6529 0.7292
C -1.6340 2.3672 0.9302
C -2.4831 2.1965 -0.1461
C -1.8225 1.3549 -1.0249
C -2.3410 0.9480 -2.3657
N -0.6201 1.0329 -0.4795
N 1.3545 0.4060 1.9985
C 1.5185 -0.0293 3.2424
C 1.9327 -1.3472 3.1984
C 1.9979 -1.6780 1.8574
C 2.2613 -3.0534 1.3374
N 1.6882 -0.5800 1.1199
N 0.5976 2.6657 2.7010
C 1.1317 3.8098 3.2136
C 0.4999 4.0832 4.3917
C -0.4347 3.0414 4.5572
C -1.4034 2.8410 5.6827
N -0.3768 2.1907 3.5494
H 3.9213 2.5844 -3.2329
H 2.8743 1.1843 -3.4206
H 4.4186 1.0312 -2.5914
H 4.1442 3.9052 -1.1074
H 2.7386 3.9649 1.2041
H -1.7546 2.9562 1.8219
H -3.4546 2.6379 -0.2876
H -3.4279 0.8982 -2.3212
H -1.9570 0.0000 -2.7219
H -2.0731 1.7024 -3.1065
H 1.3424 0.6191 4.0827
H 2.1474 -1.9919 4.0332
H 2.0360 -3.7659 2.1289
H 3.3017 -3.1886 1.0469
H 1.6412 -3.3035 0.4782
H 1.9133 4.3684 2.7362
H 0.6811 4.9135 5.0530
H -1.2695 3.6042 6.4456
H -1.2685 1.8624 6.1420
H -2.4314 2.8913 5.3241
I 1.0058 -3.6325 -3.7370
C 2.6530 -4.0440 -4.5976
I 3.2582 -1.4966 -1.4844
H 2.9089 -3.5272 -5.5176
H 3.2803 -4.8368 -4.2016
O -0.4024 -1.4156 0.4712
N -1.4874 -2.0530 0.1829
N -1.6026 -2.1618 -1.0515
O -0.6389 -1.6374 -1.7884
C -2.6972 -2.8378 -1.7234
C -3.7191 -3.3817 -0.9670
C -4.7394 -4.0385 -1.6343
C -4.7275 -4.1375 -3.0211
C -3.6986 -3.5687 -3.7546
C -2.6686 -2.9033 -3.1054
H -3.7174 -3.2992 0.1115
H -5.5507 -4.4708 -1.0652
H -5.5317 -4.6504 -3.5310
H -3.7002 -3.6299 -4.8344
H -1.8820 -2.4200 -3.6690
Cl 0.7149 0.1974 -3.1147

Verdict on stability: x comes out at the bottom.

--- w ---
18
Properties=species:S:1:pos:R:3 method="wB97M-V/def2-TZVPD" smiles=NCN.O.O.O homo_lumo_gap_ha=0.39361 lumo_ha=0.022 e_homo_ev=-10.1
N 1.0559 -1.8241 -1.6361
C 1.9472 -0.9001 -0.9521
N 1.8098 0.4906 -1.3900
H 0.1080 -1.4745 -1.6888
H 1.3523 -2.0187 -2.5809
H 1.7402 -1.0698 0.0995
H 2.9670 -1.2586 -1.1256
H 2.4768 1.0645 -0.8833
H 2.1228 0.5392 -2.3526
H 0.0741 -0.4436 0.8108
H -0.4167 0.5454 1.8307
O -0.0753 -0.3567 1.7591
H -0.2421 -2.9517 -0.2161
H -0.7244 -2.4474 1.2308
O -0.8247 -3.1232 0.5377
H -4.0288 5.6741 1.9355
H -4.6455 4.5726 2.7496
O -4.6967 4.9819 1.8718

--- x ---
18
Properties=species:S:1:pos:R:3 method="wB97M-V/def2-TZVPD" smiles=NCN.O.O.O homo_lumo_gap_ha=0.35815 lumo_ha=0.014 e_homo_ev=-9.4
N 1.3627 -1.5064 -0.5927
C 1.2940 -0.0970 -0.9351
N 2.5737 0.5803 -1.0221
H 0.7568 -2.0656 -1.1782
H 1.0269 -1.6142 0.3508
H 0.7744 0.1435 -1.8577
H 0.7543 0.4610 -0.1728
H 3.2047 0.3369 -0.2756
H 3.0581 0.4610 -1.8950
H -4.3223 -0.7881 3.1748
H -3.2838 -0.6634 2.0075
O -3.8353 -0.1767 2.6208
H 0.7991 -0.5906 2.7664
H 0.7844 0.0667 4.1407
O 0.3356 0.0752 3.2831
H -2.2146 1.5078 -2.8856
H -1.1792 2.2576 -3.7446
O -1.8897 1.6119 -3.7846

Verdict on stability: x comes out at the bottom.

--- w ---
45
Properties=species:S:1:pos:R:3 method="wB97M-V/def2-TZVPD" smiles="Cc1ccc(-c2noc(-c3ccccc3C(=O)N3CCOCC3)n2)cc1" homo_lumo_gap_ha=0.32923 lumo_ha=0.005 e_homo_ev=-8.8
C -0.2157 4.3794 -5.0206
C 0.2578 3.5818 -3.8453
C 1.5823 3.6664 -3.4243
C 2.0380 2.9212 -2.3566
C 1.1657 2.0674 -1.6841
C -0.1603 1.9775 -2.0974
C -0.6052 2.7285 -3.1669
H -1.6362 2.6539 -3.4830
H -0.8249 1.3141 -1.5661
C 1.6258 1.2762 -0.5630
N 2.8308 1.3465 -0.0527
O 2.8395 0.4575 0.9730
C 1.6215 -0.1031 1.0091
N 0.8344 0.3734 0.0890
C 1.2908 -1.0920 2.0128
C 2.0181 -1.1577 3.1995
C 1.6746 -2.0809 4.1681
C 0.6100 -2.9440 3.9581
C -0.1047 -2.8945 2.7729
C 0.2238 -1.9685 1.7928
C -0.4502 -2.0432 0.4508
O -0.0070 -2.7701 -0.4169
N -1.5747 -1.3195 0.2986
C -2.1344 -0.4255 1.2757
H -2.2273 0.5701 0.8255
C -3.5190 -0.9541 1.7057
O -4.1105 -1.7472 0.6995
C -3.8320 -1.2656 -0.5941
H -4.4481 -1.8542 -1.2752
C -2.3406 -1.4395 -0.9260
H -2.0164 -0.6915 -1.6594
H -2.1360 -2.4317 -1.3347
H -4.1288 -0.2094 -0.6753
H -3.4358 -1.6055 2.5787
H -4.1774 -0.1077 1.9563
H -1.4703 -0.3493 2.1358
H -0.9182 -3.5825 2.5970
H 0.3427 -3.6653 4.7157
H 2.2385 -2.1304 5.0873
H 2.8440 -0.4790 3.3494
H 3.0634 2.9843 -2.0282
H 2.2611 4.3268 -3.9448
H 0.0628 3.8749 -5.9464
H 0.2427 5.3660 -5.0283
H -1.2971 4.4906 -5.0077

--- x ---
45
Properties=species:S:1:pos:R:3 method="wB97M-V/def2-TZVPD" smiles="COC(=O)c1cc(C)n(/C(=N/c2ccc(OC)cc2)c2ccccc2)n1" homo_lumo_gap_ha=0.29595 lumo_ha=0.012 e_homo_ev=-7.7
O 6.0225 0.9913 -2.5212
N 3.0711 1.1189 -0.5781
N 0.7569 1.3808 0.8763
O 5.6857 2.6202 -0.9924
O -3.6914 2.8408 4.0025
C 5.3899 1.4628 -1.6257
C 4.0419 0.6767 -1.3442
C 3.4796 -0.3118 -2.2617
C 2.2693 -0.6503 -1.7359
C 0.8835 0.2351 0.2214
C -2.1036 -2.8001 0.5343
C -0.8469 -3.0190 1.1022
C -2.2224 -1.7741 -0.4046
C -0.3062 1.3860 3.0506
C -1.4564 2.3119 1.0766
C -1.3696 1.9606 3.7963
C -2.5860 2.5828 1.8248
C 0.1090 -2.0107 0.9084
C -1.2876 -0.7571 -0.3912
C -0.3275 1.6702 1.6319
C -2.5948 2.4323 3.1904
C -0.1257 -0.8456 0.3027
N 1.9628 0.1717 -0.6915
C 6.7254 3.3171 -1.7051
C -3.7463 2.5653 5.3676
C 1.4801 -1.8609 -2.3223
H 4.0789 -0.6864 -3.0605
H -2.9730 -3.5222 0.6568
H -0.6325 -3.9065 1.7017
H -3.2088 -1.8313 -0.8870
H 0.6959 1.1035 3.4295
H -1.3413 2.4879 -0.0297
H -1.4600 1.9626 4.8595
H -3.5317 2.8779 1.3262
H 1.1567 -2.1072 1.2443
H -1.4541 0.1655 -0.9941
H 6.7683 3.0722 -2.6998
H 7.5941 2.9301 -1.2178
H 6.6001 4.4294 -1.5116
H -4.8317 2.5227 5.5516
H -3.3199 1.6303 5.6999
H -3.2872 3.4296 5.8651
H 1.9679 -2.2042 -3.2387
H 0.3999 -1.5920 -2.6001
H 1.3781 -2.6437 -1.5944

Verdict on stability: x comes out at the bottom.

--- w ---
5
Properties=species:S:1:pos:R:3 method="wB97M-V/def2-TZVPD" homo_lumo_gap_ha="0.23069 / 0.23105" lumo_ha="0.075 / 0.076" total_charge=-1 e_homo_ev="-4.2 / -4.2"
O -0.1977 0.3923 1.5821
O 1.3870 -2.0354 -0.5743
S -1.7158 0.4792 -0.8455
S -0.0486 0.0878 0.1582
H 0.5751 1.0760 -0.3205

--- x ---
5
Properties=species:S:1:pos:R:3 method="wB97M-V/def2-TZVPD" smiles="O=[SH](=O)[S-]" homo_lumo_gap_ha="0.29743 / 0.29745" lumo_ha="0.132 / 0.132" total_charge=-1 e_homo_ev="-4.5 / -4.5"
O 0.8062 0.5894 1.7790
O 1.2160 2.1814 -0.5705
S 2.3020 -1.0428 -0.3893
S 1.1265 0.4193 0.3928
H -0.2056 -0.1249 0.0738

Verdict on stability: w comes out at the bottom.